# C8H29O8

A 8-piece molecular cluster, C8H29O8 overall in a non-equilibrium geometry (ωB97M-V/def2-TZVPD, the Open Molecules 2025 dataset).

Geometry as XYZ:
```
45
Properties=species:S:1:pos:R:3:forces:R:3
C 0.387260 -0.118662 -0.963904 -0.63 1.28 -0.53
O 0.403432 0.927945 -1.818993 0.12 -0.52 0.31
H 0.410207 -1.106760 -1.485072 0.32 -0.49 0.20
H 1.190679 -0.089788 -0.183607 0.45 -0.41 0.02
H -0.541873 -0.155904 -0.336641 -0.32 -0.17 0.11
C -3.450030 0.356901 0.966202 0.75 1.66 -1.53
O -3.702104 1.059156 -0.181499 -0.92 -0.51 0.97
H -3.424670 -0.736451 0.783742 -0.08 -0.39 0.46
H -2.448678 0.672248 1.343224 0.47 -0.56 0.28
H -4.060178 0.590762 1.875231 -0.72 -0.29 0.10
C 4.565458 -1.334277 -3.617823 0.87 0.99 0.16
O 5.023213 -0.052506 -3.533999 0.00 -0.46 -0.21
H 3.469373 -1.482339 -3.558257 -0.20 0.13 0.09
H 4.871031 -1.845020 -4.568654 0.01 -0.34 -0.24
H 5.005342 -1.963194 -2.803284 -0.12 -0.51 0.10
C -0.879545 3.511891 1.310334 0.16 -0.07 0.93
O -1.585756 4.213954 0.316868 0.20 0.05 -0.40
H -1.522379 3.301733 2.174882 -0.04 -0.07 -0.02
H -0.491102 2.550448 0.977785 -0.31 0.13 -0.68
H -0.016240 4.087338 1.679679 0.04 0.07 -0.05
H -2.042552 4.943347 0.738762 -0.07 -0.07 0.07
C 0.419836 0.038315 2.823091 -0.41 1.12 -0.79
O -0.272808 -0.431024 3.973787 0.33 -0.35 0.33
H 1.362063 -0.458077 2.584079 -0.03 -0.18 0.29
H -0.209780 0.057197 1.927352 -0.04 -0.46 0.01
H 0.601866 1.103917 2.979969 0.30 -0.10 0.26
H -0.363031 -1.383021 3.891776 -0.16 0.02 -0.09
C -1.504163 -2.988735 1.082706 -0.82 -0.53 -0.40
O -1.196309 -4.234241 1.769597 0.48 0.65 0.23
H -0.903381 -2.138206 1.400114 0.09 -0.10 0.00
H -1.364032 -3.144332 0.014483 0.14 0.12 0.04
H -2.560343 -2.783340 1.259697 0.09 0.33 -0.06
H -0.722503 -3.918809 2.542515 0.06 -0.48 0.13
C 3.383184 1.602548 0.638574 0.66 0.36 -0.23
O 4.027781 1.311832 -0.594131 -0.52 0.50 0.53
H 4.058065 2.195163 1.278369 0.12 -0.23 0.32
H 2.535725 2.269569 0.480686 -0.16 -0.33 -0.52
H 3.031504 0.715558 1.169084 0.00 -0.05 -0.01
H 4.683827 0.619866 -0.481200 -0.13 -0.13 -0.22
C -3.019061 -1.098310 -2.873087 0.72 -0.38 -1.45
O -2.158685 -0.063142 -3.331275 -0.59 -0.66 0.02
H -4.033098 -0.916808 -3.233094 -0.13 0.53 0.62
H -2.761210 -2.003425 -3.454948 0.11 -0.38 0.34
H -2.940645 -1.317204 -1.809305 -0.27 0.39 0.12
H -1.255691 -0.366113 -3.153817 0.19 0.87 0.39
```
Positions in Å, forces in eV/Å.

Results
ΔE to the lowest compared entry with this formula, charge and spin = 0.000 eV
2S+1 = 1
E = -25133.52609 eV
HOMO energy = 3.08 eV
frontier orbital gap = 0.1125 hartree
net charge = -3



# C8H2AuCl8NO7P2

C8H2AuCl8NO7P2 as an isolated structure (ωB97M-V/def2-TZVPD, the Open Molecules 2025 dataset).

Geometry as XYZ:
```
29
Properties=species:S:1:pos:R:3:forces:R:3
Au -0.590914 -0.451768 -1.021791 -0.10 0.57 0.02
Cl 1.078282 0.861094 1.527069 -0.04 0.01 -0.03
C 0.315981 1.972755 0.449540 0.06 -0.07 0.06
C -0.397998 1.502138 -0.638085 0.03 -0.09 -0.02
C -0.981899 2.396449 -1.516108 -0.08 -0.02 -0.07
Cl -1.855836 1.778306 -2.870729 -0.01 -0.01 -0.01
C -0.872394 3.768313 -1.316357 0.06 0.04 0.10
Cl -1.606577 4.866555 -2.408057 -0.02 0.00 -0.03
C -0.159169 4.240757 -0.213680 -0.03 -0.05 -0.05
Cl -0.016424 5.928909 0.050803 0.00 0.02 0.01
C 0.438427 3.343878 0.670007 -0.01 0.00 -0.01
Cl 1.322256 3.924850 2.021123 0.00 0.00 0.00
O 0.415351 -4.468426 -0.236805 -0.05 -0.03 0.14
P 0.153106 -2.936314 -0.273466 -0.35 -0.10 -0.37
O -0.578575 -2.609435 1.098031 0.29 0.31 0.23
O -0.741571 -2.565361 -1.419659 0.13 0.03 0.21
O 1.513429 -2.176787 -0.302583 0.12 -0.02 -0.10
P 2.188953 -1.393867 -1.699497 -0.01 -0.07 0.11
O 3.171596 -0.414897 -0.934880 -0.01 0.01 -0.02
O 2.841169 -2.416730 -2.505969 -0.02 0.02 -0.02
O 1.060825 -0.521425 -2.252276 0.06 -0.15 0.07
H 1.191129 -4.771200 0.251107 0.04 0.03 -0.03
H 4.072156 -0.762205 -0.925957 0.01 0.00 0.00
Cl -2.851223 -3.265434 2.834390 -0.02 -0.02 -0.01
C -2.036191 -1.694884 2.731178 -0.01 0.00 -0.03
Cl -0.685695 -1.644523 3.887705 0.00 0.00 0.00
Cl -3.172722 -0.412772 3.102183 0.01 -0.01 -0.01
C -1.452818 -1.518652 1.326808 -0.26 0.13 -0.36
N -1.762655 -0.559326 0.585956 0.19 -0.53 0.20
```
Positions in Å, forces in eV/Å.

Results
ΔE to the lowest compared entry with this formula, charge and spin = 0.000 eV
2S+1 = 1
E = -146605.31652 eV
HOMO energy = -9.54 eV
frontier orbital gap = 0.3014 hartree



# C8H30B2O31

A 17-piece molecular cluster, C8H30B2O31 overall in a non-equilibrium geometry (ωB97M-V/def2-TZVPD, the Open Molecules 2025 dataset).

Geometry as XYZ:
```
71
Properties=species:S:1:pos:R:3:forces:R:3
O -13.995528 -8.570164 -12.295002 -0.14 0.88 -1.73
C -13.819575 -7.899007 -13.321992 -0.09 -0.89 3.93
O -13.412802 -8.342419 -14.437694 0.63 -0.35 -1.26
B -13.127226 -7.185513 -15.319723 1.08 -1.00 -3.87
O -13.499802 -6.039161 -14.532428 -0.09 2.08 -1.08
C -13.827496 -6.350916 -13.352840 -0.83 0.15 2.46
O -14.034055 -5.588437 -12.413090 0.10 -1.04 -0.79
O -13.817382 -7.378543 -16.614750 -1.66 -0.11 1.01
C -13.128126 -6.745725 -17.612470 3.53 0.48 0.70
O -13.444130 -6.711812 -18.811126 -0.72 -0.10 0.15
C -11.708851 -6.502032 -17.019850 -4.47 -0.66 -2.06
O -11.734701 -7.004774 -15.786675 0.82 0.00 2.06
O -10.771456 -6.020814 -17.643188 1.32 0.33 0.45
O -18.406354 -7.523318 -12.948315 1.63 4.15 -2.81
C -18.068477 -6.534995 -13.679134 -1.74 -2.15 1.29
O -16.882408 -6.218616 -14.189028 -0.66 -0.93 0.62
B -17.005495 -5.221466 -15.273978 0.23 0.80 -0.44
O -18.363936 -4.643095 -15.076706 -1.49 -0.85 0.48
C -19.129093 -5.439827 -14.310186 2.15 -1.11 -0.43
O -20.316493 -5.471734 -14.208048 -0.06 0.42 0.22
O -16.089688 -4.081261 -15.215480 1.11 0.66 -1.35
C -15.559589 -3.840209 -16.476035 1.77 1.52 1.15
O -14.793439 -2.951623 -16.842521 -1.91 -1.42 1.51
C -16.034780 -4.924119 -17.333292 -0.48 -1.87 -4.61
O -16.786215 -5.786811 -16.634209 -0.18 0.23 0.63
O -15.855637 -5.029472 -18.568386 -0.48 0.36 3.50
O -7.679872 -5.789593 -16.157623 0.54 -0.09 0.23
H -7.421430 -4.921985 -15.846674 -0.06 0.18 0.12
H -8.015516 -5.637739 -17.041093 -0.56 -0.19 -0.32
O -14.162770 -4.387470 -20.885418 0.00 0.51 -0.86
H -14.263176 -4.800268 -20.027659 -0.05 -0.33 0.77
H -14.143373 -5.118650 -21.502847 0.10 -0.14 0.06
O -14.203426 -11.371161 -11.311646 0.33 -0.85 0.37
H -13.969993 -10.547411 -11.739634 -0.04 0.78 -0.46
H -14.867911 -11.127005 -10.667390 -0.43 0.21 -0.08
O -10.211654 -3.068321 -19.325161 0.02 0.43 -0.32
H -10.098936 -3.241368 -18.390506 -0.24 -0.40 0.33
H -9.319928 -3.024059 -19.670279 0.19 -0.10 -0.07
O -12.670109 -2.531501 -13.386132 0.48 0.32 0.22
H -13.319057 -1.958182 -13.794047 -0.33 -0.04 -0.07
H -12.680936 -3.325129 -13.921176 -0.15 -0.36 -0.15
O -14.957524 -8.225104 -21.149713 -0.38 -0.45 -0.67
H -14.954710 -7.976369 -20.225394 0.39 0.32 0.64
H -14.647577 -7.444693 -21.609197 0.13 0.15 0.16
O -14.000871 -10.837698 -17.157746 0.47 -0.59 0.03
H -14.299982 -9.959343 -16.922658 0.02 0.59 -0.20
H -14.802831 -11.315936 -17.368400 -0.22 0.06 -0.03
O -12.333014 -9.891799 -9.545320 0.75 -0.52 0.55
H -12.782284 -10.636662 -9.944777 -0.13 -0.30 -0.34
H -12.914875 -9.148173 -9.702445 -0.40 0.74 -0.09
O -9.404532 -7.171614 -19.585720 1.17 -0.61 -1.08
H -9.980495 -7.007249 -18.839082 -0.68 0.57 0.82
H -9.805610 -6.689559 -20.308905 -0.25 0.12 0.05
O -15.737872 -10.179086 -14.736062 -0.25 -0.51 0.74
H -15.842466 -9.794988 -15.606554 -0.36 0.51 -0.42
H -14.824337 -10.463463 -14.707411 0.32 -0.04 0.05
O -16.327320 -8.913567 -17.173266 -0.22 -0.53 -0.14
H -16.008963 -8.016347 -17.272631 0.55 0.68 0.15
H -17.198900 -8.904154 -17.568860 -0.20 -0.01 -0.01
O -14.248582 -3.456231 -9.733015 0.00 0.38 0.29
H -14.267149 -3.739205 -8.818792 -0.04 -0.15 0.17
H -13.914974 -4.214683 -10.212278 0.01 -0.24 -0.51
O -13.852146 -7.562876 -9.783898 0.06 0.14 1.16
H -13.279876 -6.941080 -10.233454 0.02 0.12 -0.41
H -14.576295 -7.706371 -10.393196 -0.13 -0.08 -0.61
O -16.946216 -9.835180 -11.943502 -0.08 -0.54 0.81
H -16.481513 -10.050785 -12.752079 0.28 0.02 -0.56
H -17.550090 -9.135666 -12.192987 -0.12 0.50 -0.23
O -16.058636 -3.074876 -12.637226 -0.39 0.57 0.60
H -15.739990 -3.977451 -12.630502 0.42 -0.31 -0.05
H -16.623330 -3.025466 -13.408522 0.09 -0.09 -0.33
```
Positions in Å, forces in eV/Å.

Results
expectation value of S² = 0.753
ΔE to the lowest compared entry with this formula, charge and spin = 0.335 eV
2S+1 = 2
E = -73620.52717 eV
HOMO energy (alpha / beta) = 2.83 / -1.45 eV
frontier orbital gap (alpha / beta) = 0.1153 / 0.2719 hartree
net charge = -3



# C8H30O11

A 7-piece molecular cluster, C8H30O11 overall in a non-equilibrium geometry (ωB97M-V/def2-TZVPD, the Open Molecules 2025 dataset).

Geometry as XYZ:
```
49
Properties=species:S:1:pos:R:3:forces:R:3
O -1.800163 0.086959 -1.163918 0.24 0.92 2.30
C -0.694163 1.005959 -1.122918 0.52 -2.46 0.24
C -0.359163 1.374959 0.334082 -1.85 0.69 -1.24
O 0.779837 2.184959 0.265082 0.36 0.98 0.61
H -2.078163 0.001959 -2.043918 -0.64 -0.38 -1.98
H 0.103837 0.371959 -1.537918 0.57 0.72 0.10
H -0.874163 1.823959 -1.794918 -0.02 0.82 0.13
H -0.155163 0.542959 0.973082 -0.11 -0.98 0.07
H -1.286163 1.876959 0.723082 0.92 -0.02 -0.04
H 0.892837 2.573959 1.153082 0.10 -0.09 -0.31
O 0.556837 2.656959 3.320082 -1.46 -1.16 -0.98
C 1.271837 3.166959 4.386082 -0.03 0.02 0.36
C 2.078837 2.060959 4.986082 -2.24 -1.02 0.43
O 3.000837 2.557959 5.865082 0.54 -0.01 1.47
H 0.129837 1.872959 3.705082 -0.20 0.13 -0.71
H 1.988837 3.796959 3.978082 1.16 1.83 -0.77
H 0.609837 3.727959 5.050082 0.27 -0.13 0.38
H 2.493837 1.460959 4.159082 -0.10 0.09 0.44
H 1.365837 1.459959 5.585082 0.49 -0.34 -0.38
H 3.716837 2.789959 5.312082 1.62 0.69 -0.38
O -1.726163 -1.320041 -4.084918 -0.19 0.49 -0.37
C -2.471163 -1.745041 -5.224918 -1.65 -1.23 -0.44
C -3.906163 -2.381041 -4.917918 -0.07 3.05 -1.90
O -4.303163 -2.973041 -6.177918 2.17 0.90 0.49
H -0.918163 -0.913041 -4.434918 -0.26 -0.20 0.29
H -2.623163 -0.908041 -5.946918 0.19 -0.68 0.47
H -1.986163 -2.612041 -5.695918 0.30 0.51 -0.17
H -4.667163 -1.583041 -4.770918 0.67 -0.09 0.39
H -3.972163 -3.010041 -4.076918 0.47 -1.20 0.89
H -5.033163 -3.509041 -5.984918 -1.66 -1.27 0.20
O 2.075837 -0.850041 0.060082 -0.62 -0.97 -1.37
C 2.510837 -0.479041 1.325082 -0.06 -1.03 0.17
C 1.682837 -1.309041 2.356082 1.71 0.40 -0.15
O 2.126837 -0.830041 3.635082 -0.91 -0.45 0.27
H 2.321837 -0.185041 -0.579918 0.10 0.30 0.00
H 3.622837 -0.677041 1.375082 -0.97 0.21 0.59
H 2.287837 0.566959 1.421082 0.21 0.64 0.71
H 1.828837 -2.416041 2.180082 -0.08 1.09 0.36
H 0.613837 -1.085041 2.332082 0.19 -0.06 -0.30
H 3.065837 -0.943041 3.764082 0.36 -0.30 -0.23
O -1.994163 -1.688041 0.936082 0.87 0.60 -0.34
H -1.756163 -1.222041 0.091082 -0.74 -0.58 0.84
H -2.738163 -2.256041 0.747082 -0.17 -0.11 -0.32
O -1.771163 -3.035041 -1.961918 -1.28 -2.02 1.29
H -1.022163 -2.981041 -1.386918 0.66 0.35 0.25
H -1.731163 -2.429041 -2.664918 0.63 1.42 -1.32
O 3.179837 2.007959 -1.471918 1.38 0.02 -0.36
H 2.331837 2.239959 -1.104918 -0.84 -0.49 0.20
H 3.227837 1.128959 -1.867918 -0.55 0.42 0.15
```
Positions in Å, forces in eV/Å.

Results
ΔE to the lowest compared entry with this formula, charge and spin = 3.125 eV
2S+1 = 1
E = -31301.83824 eV
HOMO energy = -10.14 eV
frontier orbital gap = 0.3774 hartree
structure (SMILES) = OCCO.OCCO.OCCO.OCCO.O.O.O